{"formula": "C34H44N8OP2PdS2", "method": "wB97M-V/def2-TZVPD", "s_squared": 6.07, "homo_lumo_gap_ev": [8.585, 5.140], "total_charge": 2, "e_tot_ha": -3441.761553, "spin_multiplicity": 5, "elements": ["Pd", "C", "C", "C", "P", "C", "C", "C", "C", "C", "C", "C", "C", "C", "N", "C", "C", "C", "C", "C", "C", "P", "C", "C", "C", "C", "C", "C", "H", "H", "H", "H", "H", "H", "H", "H", "H", "H", "H", "H", "H", "H", "H", "H", "H", "H", "H", "H", "H", "H", "H", "H", "H", "H", "H", "H", "H", "H", "H", "H", "H", "H", "H", "H", "N", "C", "N", "C", "C", "S", "C", "C", "S", "C", "N", "N", "H", "H", "H", "H", "H", "H", "N", "C", "O", "C", "C", "N", "C", "N", "H", "H"], "xyz": [[-0.3631, -0.3567, -0.0828], [-1.3508, 3.4925, 3.2773], [-1.6324, 2.2518, 2.4252], [-2.3323, 1.1354, 3.2109], [-0.2110, 1.5117, 1.5236], [0.8681, 2.8196, 0.7496], [0.0861, 3.7036, -0.2245], [1.6636, 3.6672, 1.7459], [0.9602, 0.7704, 2.7057], [1.0516, 0.9911, 4.0762], [2.0584, 0.3938, 4.8239], [2.9951, -0.4276, 4.2057], [2.9350, -0.6482, 2.8422], [1.9219, -0.0517, 2.0845], [1.7760, -0.2866, 0.7178], [2.8377, -0.2542, -0.1217], [4.0467, 0.4152, 0.2068], [5.0490, 0.5333, -0.7242], [4.8797, 0.0036, -2.0039], [3.6997, -0.6536, -2.3454], [2.6825, -0.8170, -1.4233], [1.1226, -1.7075, -1.7238], [1.2050, -2.1655, -3.5163], [2.1577, -3.3132, -3.8648], [-0.1900, -2.4402, -4.0866], [1.3090, -3.2317, -0.6536], [2.7124, -3.8349, -0.5783], [0.2649, -4.2872, -1.0317], [-2.2659, 3.7612, 3.8080], [-1.0700, 4.3473, 2.6650], [-0.5730, 3.3426, 4.0227], [-2.2947, 2.5484, 1.6118], [-1.7272, 0.7837, 4.0470], [-2.5619, 0.2836, 2.5668], [-3.2720, 1.5098, 3.6181], [1.5827, 2.2274, 0.1700], [-0.5748, 4.3860, 0.3145], [-0.5134, 3.1049, -0.9088], [0.7836, 4.3056, -0.8082], [1.0309, 4.3767, 2.2743], [2.4111, 4.2429, 1.1967], [2.1898, 3.0609, 2.4829], [0.3469, 1.6396, 4.5743], [2.1194, 0.5811, 5.8874], [3.7739, -0.8977, 4.7910], [3.6494, -1.3003, 2.3554], [4.1506, 0.8789, 1.1781], [5.9634, 1.0518, -0.4698], [5.6661, 0.1069, -2.7393], [3.6042, -1.0502, -3.3454], [1.5739, -1.2471, -3.9841], [1.7636, -4.2700, -3.5296], [3.1568, -3.1886, -3.4518], [2.2495, -3.3685, -4.9511], [-0.6882, -3.2607, -3.5676], [-0.0952, -2.7232, -5.1358], [-0.8195, -1.5539, -4.0389], [1.0566, -2.8505, 0.3397], [2.9858, -4.3508, -1.4958], [2.7377, -4.5719, 0.2271], [3.4765, -3.0860, -0.3660], [0.5614, -4.8394, -1.9218], [-0.7203, -3.8543, -1.2129], [0.1651, -5.0103, -0.2205], [-0.4321, -2.0271, 3.3326], [-1.3260, -2.3944, 2.3994], [-1.3939, -1.9133, 1.1762], [-2.4039, -2.5613, 0.4535], [-3.0715, -3.5108, 1.1319], [-2.4679, -3.6469, 2.7337], [-2.7295, -2.0935, -0.8913], [-3.6677, -2.5888, -1.7253], [-3.8294, -1.5835, -3.1125], [-2.5842, -0.5551, -2.4977], [-2.0940, -0.9518, -1.3531], [-2.1156, 0.5040, -3.1964], [0.1743, -1.2413, 3.1661], [-0.4971, -2.3953, 4.2649], [-3.9033, -4.1108, 0.8041], [-4.2814, -3.4659, -1.6058], [-2.5758, 0.8098, -4.0356], [-1.4671, 1.1273, -2.7466], [-3.7519, 3.4823, -1.4412], [-3.5653, 2.2550, -0.9253], [-2.4959, 1.8255, -0.5246], [-4.7809, 1.3866, -0.8843], [-4.8457, 0.3473, 0.0560], [-4.8953, -0.5118, 0.8267], [-5.8468, 1.5959, -1.7750], [-6.6874, 1.7597, -2.5510], [-2.9818, 4.1311, -1.4564], [-4.6604, 3.8176, -1.7199]], "atomic_forces_ev_per_a": [[0.347, -0.210, -0.119], [-0.069, -0.007, -0.039], [0.095, -0.121, 0.132], [-0.030, 0.021, -0.078], [0.051, 0.146, 0.023], [-0.187, 0.113, 0.075], [0.069, -0.099, -0.013], [0.072, -0.051, -0.061], [0.018, 0.031, -0.127], [0.028, 0.032, 0.011], [0.001, 0.014, -0.024], [-0.013, -0.013, 0.034], [0.017, -0.038, -0.070], [0.030, 0.101, 0.063], [0.042, -0.118, 0.040], [0.026, 0.078, 0.049], [0.000, -0.035, 0.043], [0.029, -0.032, -0.016], [-0.033, 0.021, 0.009], [0.061, -0.029, 0.007], [-0.134, 0.097, -0.010], [0.295, -0.249, 0.188], [-0.115, -0.048, 0.026], [0.019, 0.095, -0.059], [0.030, 0.026, 0.004], [0.107, -0.071, -0.174], [-0.049, -0.002, 0.051], [-0.041, 0.061, 0.076], [0.008, 0.000, 0.005], [0.009, 0.003, 0.006], [0.005, 0.016, 0.004], [0.014, -0.017, -0.026], [-0.009, -0.001, 0.007], [-0.020, -0.002, 0.019], [0.003, -0.001, 0.004], [-0.015, -0.042, -0.015], [-0.031, -0.020, -0.025], [-0.008, 0.047, -0.017], [-0.002, 0.041, 0.042], [-0.005, -0.008, 0.009], [-0.010, 0.009, 0.005], [0.018, 0.014, 0.000], [-0.027, -0.026, 0.004], [-0.015, -0.023, 0.003], [-0.003, -0.001, -0.001], [-0.012, -0.016, 0.019], [0.000, 0.000, -0.007], [-0.014, 0.023, -0.008], [-0.002, -0.002, -0.001], [0.000, -0.018, 0.000], [-0.020, 0.024, -0.007], [0.008, -0.013, 0.019], [0.004, -0.019, 0.017], [0.013, 0.000, 0.007], [-0.007, 0.005, -0.001], [-0.017, -0.014, 0.003], [0.004, -0.032, 0.014], [-0.024, 0.042, -0.009], [0.008, 0.009, -0.024], [-0.005, -0.001, -0.008], [0.009, -0.013, 0.011], [-0.011, 0.003, -0.018], [-0.002, -0.021, 0.016], [0.010, 0.000, -0.002], [-0.007, -0.016, -0.068], [0.097, -0.141, -0.028], [-0.140, 0.047, -0.285], [-0.037, 0.154, 0.096], [-0.015, -0.105, -0.008], [0.039, 0.001, 0.018], [-0.012, 0.106, -0.013], [-0.033, -0.129, -0.013], [0.005, 0.061, -0.045], [0.063, -0.119, -0.127], [-0.138, 0.150, 0.371], [0.004, -0.044, 0.031], [-0.015, 0.005, 0.043], [0.018, 0.024, 0.007], [-0.010, 0.027, -0.001], [-0.051, 0.049, 0.024], [0.038, 0.005, -0.013], [-0.076, 0.047, 0.025], [-0.059, -0.075, -0.002], [-0.060, 0.203, -0.126], [-0.152, 0.161, 0.049], [-0.209, 0.053, -0.010], [0.097, -0.032, -0.100], [0.045, 0.025, 0.040], [0.050, -0.163, 0.080], [0.003, 0.090, -0.010], [0.036, -0.030, -0.015], [0.002, -0.010, -0.005]]}